No. 1
The following is a quantum chemistry calculation of a gas-phase ion, C4H8N3S (charge +1) in a non-equilibrium geometry, from the OMol25 dataset.

CARTESIAN COORDINATES (ANGSTROEM)
C 1.221 1.673 0.183
C 0.062 -0.325 0.073
C -2.512 -0.330 0.113
C -1.207 -1.094 -0.112
N 2.331 1.127 0.023
N 2.858 0.113 -0.456
N 0.021 1.038 0.171
S 3.658 -1.066 0.216
H 1.080 2.794 0.266
H -2.824 0.469 -0.594
H -2.298 0.275 1.064
H -3.447 -0.934 0.293
H -0.950 -1.488 -1.173
H -1.040 -2.076 0.492
H -0.846 1.542 0.330
H 3.892 -1.718 -0.889

The energy comes out at -19570.7698 eV. The energy relative to the best compared isomer or geometry (same formula, charge and spin) comes out at 625.68 kJ/mol. The multiplicity is 1. As for the HOMO energy: -12.71 eV. As for the total charge: +1. As for the orbital gap: 6.9 eV.

Results of the Mulliken charge analysis, in e, for atoms 1 through 8: 0.19 -0.53 -1.14 -0.09 0.06 -0.08 0.08 0.19

---

No. 2
The following is a quantum chemistry calculation of 2 unconnected molecules or ions with the total composition C4H8N3S in a non-equilibrium geometry, from the OMol25 dataset.

CARTESIAN COORDINATES (ANGSTROEM)
C -1.237 -1.096 -0.460
C 1.512 0.451 0.265
C -2.032 0.165 -0.780
C -0.895 0.015 1.365
N -0.666 -1.089 0.669
N 1.822 1.318 -0.667
N 2.038 -0.724 0.529
S -1.920 1.204 0.637
H -1.210 -1.860 -1.190
H -2.077 0.575 -1.734
H -3.057 -0.363 -0.650
H -0.807 0.031 2.451
H 1.318 2.314 -0.630
H 2.762 1.485 -1.138
H 1.473 -1.456 1.105
H 2.976 -0.970 0.227

The energy comes out at -19573.1933 eV. The energy relative to the best compared isomer or geometry (same formula, charge and spin) comes out at 391.85 kJ/mol. The multiplicity is 1. As for the HOMO energy (spin up / spin down): -11.86 / -11.87 eV. As for the total charge: +1. As for the orbital gap (spin up / spin down): 6.5 / 6.5 eV.

Results of the Mulliken charge analysis, in e, for atoms 1 through 8: -0.20 0.03 -0.48 0.03 -0.40 -0.39 -0.30 0.04

---

No. 3
The following is a quantum chemistry calculation of a gas-phase ion, C4H8N3S (charge +1) in a non-equilibrium geometry, from the OMol25 dataset.

CARTESIAN COORDINATES (ANGSTROEM)
C 0.334 -0.692 1.727
C 0.474 -0.590 -1.441
C -0.824 -0.491 0.680
C -0.470 0.966 0.075
N 1.164 0.455 1.519
N 0.771 1.314 0.777
N -0.101 0.787 -1.409
S -0.850 -1.618 -0.695
H -0.008 -0.463 2.777
H 0.928 -1.649 1.559
H 0.558 -0.666 -2.527
H 1.277 -0.823 -0.718
H -1.841 -0.346 0.978
H -1.232 1.675 0.383
H 0.693 1.554 -1.684
H -0.873 0.587 -2.002

The energy comes out at -19573.5674 eV. The energy relative to the best compared isomer or geometry (same formula, charge and spin) comes out at 355.76 kJ/mol. The multiplicity is 1. Its SMILES is C1[NH2+][C@@H]2N=NC[C@@H]2S1. As for the HOMO energy: -13.51 eV. As for the total charge: +1. As for the orbital gap: 9.7 eV.

Results of the Mulliken charge analysis, in e, for atoms 1 through 8: -0.57 -0.59 0.01 -0.41 -0.20 -0.20 -0.23 -0.07

---

No. 4
The following is a quantum chemistry calculation of C4H8N4 in the gas phase in a non-equilibrium geometry, from the OMol25 dataset.

CARTESIAN COORDINATES (ANGSTROEM)
C -0.540 2.078 0.000
C 0.088 0.712 0.012
C 2.320 -0.424 -0.043
C -2.631 -1.238 -0.033
H -1.218 2.151 -0.851
H 0.197 2.893 -0.055
H -1.126 2.251 0.888
H 1.917 1.589 0.045
H 3.380 -0.133 -0.162
H 0.993 -1.756 0.166
H -2.154 -2.222 -0.096
H -3.731 -1.153 -0.024
N 1.468 0.696 -0.005
N 2.008 -1.660 0.029
N -0.587 -0.377 0.032
N -1.985 -0.143 0.012

The energy comes out at -10236.6727 eV. The energy relative to the best compared isomer or geometry (same formula, charge and spin) comes out at 151.43 kJ/mol. The multiplicity is 1. Its SMILES is [H]/N=C\N/C(C)=N/N=C. As for the HOMO energy: -9.05 eV. As for the orbital gap: 9.8 eV.

Results of the Mulliken charge analysis, in e, for atoms 1 through 8: -0.98 0.70 -0.09 -0.28 0.29 0.32 0.28 0.20

---

No. 5
The following is a quantum chemistry calculation of C4H8N4 in the gas phase in a non-equilibrium geometry, from the OMol25 dataset.

CARTESIAN COORDINATES (ANGSTROEM)
C 1.056 1.563 0.384
C 1.134 -0.738 -0.161
C -0.943 0.726 -0.368
C -1.782 -1.325 0.047
H 1.803 1.449 1.320
H 1.765 2.052 -0.522
H 0.272 2.523 0.771
H 0.601 -1.423 -0.776
H 2.622 -0.104 0.671
H -1.212 1.822 -0.624
H -1.263 -1.331 1.003
H -2.688 -2.284 -1.244
N 0.335 0.476 0.024
N 2.325 -0.919 0.236
N -1.928 -0.041 -0.349
N -2.096 -2.447 -0.412

The energy comes out at -10235.0738 eV. The energy relative to the best compared isomer or geometry (same formula, charge and spin) comes out at 305.69 kJ/mol. The multiplicity is 1. Its SMILES is [H]/N=C\N=C/N(C)/C=N\[H]. As for the HOMO energy: -9.60 eV. As for the orbital gap: 10.1 eV.

Results of the Mulliken charge analysis, in e, for atoms 1 through 8: -1.17 0.08 0.18 -0.25 0.32 0.28 0.35 0.45

---

No. 6
The following is a quantum chemistry calculation of C4H8N4 in the gas phase in a non-equilibrium geometry, from the OMol25 dataset.

CARTESIAN COORDINATES (ANGSTROEM)
C 1.631 -1.548 -0.044
C 2.246 0.869 0.127
C 0.008 0.144 -0.043
C -2.141 -0.399 0.067
H 1.458 -1.801 1.071
H 2.610 -1.750 -0.037
H 0.902 -1.868 -0.690
H 2.002 1.395 1.125
H 3.496 0.543 -0.030
H 2.219 1.670 -0.632
H 0.355 2.223 0.100
H -1.441 1.566 0.040
N 1.313 -0.148 -0.124
N -0.400 1.489 -0.133
N -0.885 -0.781 -0.035
N -3.181 -0.042 0.064

The energy comes out at -10235.8158 eV. The energy relative to the best compared isomer or geometry (same formula, charge and spin) comes out at 234.11 kJ/mol. The multiplicity is 1. Its SMILES is CN(C)/C(N)=N/C#N. As for the HOMO energy: -9.10 eV. As for the orbital gap: 9.5 eV.

Results of the Mulliken charge analysis, in e, for atoms 1 through 8: -0.97 -1.13 0.56 0.39 0.29 0.37 0.36 0.37

---

No. 7
The following is a quantum chemistry calculation of C4H8N4 in the gas phase in a non-equilibrium geometry, from the OMol25 dataset.

CARTESIAN COORDINATES (ANGSTROEM)
C -0.543 -1.465 -0.039
C -1.017 1.594 0.078
C 2.023 -0.287 -0.064
C 0.614 -0.617 0.423
H -0.869 -2.199 0.681
H -0.232 -1.986 -0.969
H -2.579 -1.174 0.034
H -1.428 2.554 0.342
H 0.704 2.416 -0.673
H 2.511 -0.850 -0.839
H 2.637 0.276 0.633
H 0.541 -0.253 1.456
N -1.791 -0.686 -0.411
N -1.886 0.642 0.003
N 0.436 1.620 -0.056
N 0.880 0.414 -0.598

The energy comes out at -10233.8298 eV. The energy relative to the best compared isomer or geometry (same formula, charge and spin) comes out at 425.73 kJ/mol. The multiplicity is 1. Its SMILES is C1=NNC[C@H]2CN2N1. As for the HOMO energy: -7.89 eV. As for the orbital gap: 9.0 eV.

Results of the Mulliken charge analysis, in e, for atoms 1 through 8: -0.59 -0.09 -0.22 -0.25 0.33 0.23 0.32 0.41

---

No. 8
The following is a quantum chemistry calculation of C4H8N4 in the gas phase in a non-equilibrium geometry, from the OMol25 dataset.

CARTESIAN COORDINATES (ANGSTROEM)
C 0.065 0.435 0.064
C 0.252 0.020 1.385
C -1.092 -0.155 0.731
C 0.371 -0.496 -1.018
H 1.633 2.202 0.645
H 0.189 2.428 -0.651
H 0.242 0.755 2.106
H 0.847 -0.873 1.588
H -1.911 0.669 1.047
H -1.080 -2.315 0.600
H -0.796 -2.022 -1.843
H 1.412 0.806 -1.506
N 0.838 1.762 -0.209
N -1.570 -1.462 -0.016
N -0.443 -1.570 -0.971
N 1.042 -0.181 -1.951

The energy comes out at -10232.2103 eV. The energy relative to the best compared isomer or geometry (same formula, charge and spin) comes out at 581.98 kJ/mol. The multiplicity is 1. Its SMILES is [H]/N=C1/NN[C@H]2C[C@@]12N. As for the HOMO energy: -8.51 eV. As for the orbital gap: 9.2 eV.

Results of the Mulliken charge analysis, in e, for atoms 1 through 8: 1.06 -0.93 -0.30 -0.14 0.32 0.25 0.39 0.21